DFT (the ωB97M-V functional and the def2-TZVPD basis) results for 3 unconnected molecules or ions with the total composition C5H16NO2.

Last column: Mulliken charge in e.
Cartesian coordinates (Å):
O 0.56201 -1.82218 -2.40676  -0.61
O -2.24562 2.59616 -2.59070  -0.67
N -0.12850 0.98473 -1.75058  -0.14
C -0.72224 -1.07450 2.61504  -1.12
C 0.32364 1.05631 -0.34368  -0.41
C 0.87410 0.02802 0.27320  -0.21
C 0.77944 -1.11845 2.49368  -0.47
C 1.38624 0.02641 1.67430  -0.69
H 0.85719 -0.94780 -0.21820  0.42
H -1.05936 -0.27390 3.25725  0.32
H 0.14762 -2.57244 -2.85726  0.29
H 1.24065 1.01049 2.12438  0.37
H 0.64628 1.27693 -2.34376  0.35
H 1.50090 -2.02798 -2.51694  0.30
H -1.12940 -2.02029 3.01273  0.34
H -0.35684 0.01621 -2.01163  0.34
H 1.06219 -2.04791 2.01945  0.32
H -2.85197 2.33964 -3.30509  0.31
H -1.23154 -0.99866 1.64247  0.27
H -0.97668 1.56154 -1.87610  0.33
H 0.26884 2.03500 0.10460  0.38
H 2.45992 -0.19972 1.61855  0.28
H 1.25391 -1.12878 3.46873  0.36
H -2.66076 3.30117 -2.08368  0.31

Properties
E, eV: -11023.4020
Kohn-Sham gap, eV: 10.90
ΔE to the lowest compared entry with this formula, charge and spin, kcal/mol: 11.0
Total charge: +1
Highest occupied orbital energy, eV: -13.83
2S+1: 1